19
Properties=species:S:1:pos:R:3:forces:R:3:mulliken_charge:R:1 method="wB97M-V/def2-TZVPD" e_lumo_ev=-0.11 molar_mass_g_mol=149.3 relative_energy_kj_mol=90.8 smiles="CNC(C)(C)C(=S)S" total_energy_ha=-1048.2035 homo_ha=-0.3072
S 2.6395 -0.6421 0.4804 -0.221 0.404 -0.481 -0.1528
S 0.3915 -1.7201 2.0803 0.224 0.466 -0.629 -0.1660
N -1.3341 -0.1776 0.1498 1.326 0.417 0.143 -0.3972
C 0.0871 0.2918 0.1608 -1.196 -0.347 -0.076 1.1589
C -1.6459 -1.2625 -0.7345 -0.239 -0.531 -0.774 -1.0088
C 0.6024 0.5778 -1.2592 -0.543 2.459 0.707 -1.9367
C 0.0670 1.5660 0.9878 2.685 0.376 2.228 -1.4442
C 0.9398 -0.7177 0.9027 0.091 -0.740 0.865 -0.0069
H 3.0072 -1.5530 1.3590 0.175 -0.390 0.424 0.1523
H -1.8987 0.6094 -0.1189 -0.189 0.366 0.067 0.3235
H 0.7257 -0.2996 -1.8060 0.028 -1.451 -1.105 0.5255
H -1.1131 -2.1770 -0.4776 0.186 0.082 0.150 0.3232
H 1.1845 1.9698 1.1816 -2.593 -0.704 -0.702 0.2693
H -2.6962 -1.4782 -0.5673 -0.222 -0.161 -0.259 0.3788
H 1.5632 1.1103 -1.2625 -0.176 -0.138 0.144 0.5357
H -1.4812 -1.0765 -1.8244 -0.104 -0.005 0.579 0.2815
H -0.1308 1.2824 -1.7507 0.669 -0.876 0.331 0.3541
H -0.5394 2.2767 0.4818 -0.273 0.952 -0.480 0.4286
H -0.3687 1.4201 2.0168 0.371 -0.180 -1.130 0.3810